11
Properties=species:S:1:pos:R:3 method="wB97M-V/def2-TZVPD" total_energy_ha=-322.4313 e_above_lowest_kj_mol=375.6 lumo_energy_ev=-0.20 orbital_gap_ev=10.27 largest_force_ev_per_a=1.57 charge=0 e_homo_ha=-0.385
O 0.02736 1.17325 1.65861
C 0.06507 0.38487 0.75911
C 0.90355 -0.85413 0.41822
O -0.14414 -1.27359 -0.48939
C -0.91086 -0.14000 -0.29527
N -2.01790 0.21369 -0.75220
H 0.80098 1.86354 0.01895
H 0.94826 1.49983 -0.61738
H 1.86862 -0.79241 -0.09489
H 0.96235 -1.47011 1.31491
H -2.42591 -0.50209 -1.35431